(1)
C3H10IN2O | ωB97M-V/def2-TZVPD

```
17
Properties=species:S:1:pos:R:3:forces:R:3
C 0.7833 -2.0608 -1.9556 -3.213 -0.599 2.283
C -0.5919 2.2410 1.4428 1.428 -1.208 1.441
C 0.3562 -0.2588 -0.1375 0.916 0.297 2.221
N -0.0283 1.5526 2.4054 -2.519 -3.589 0.614
N 0.5998 -0.5779 -1.5659 -2.190 -2.136 -1.087
O -1.7668 2.2045 0.9722 -0.724 0.060 0.071
I -1.5936 -1.0487 0.4650 0.033 -0.150 -0.212
H 0.4949 -2.2210 -2.9869 0.677 -0.172 -0.161
H 1.6001 -2.5856 -1.4667 0.986 0.845 -0.790
H -0.0055 -2.5261 -1.2976 0.171 0.199 -1.176
H -0.0295 2.9750 1.0321 1.689 2.357 -1.368
H 1.0198 -0.8761 0.6219 -0.837 0.885 -2.205
H -0.6431 0.6531 2.5692 1.742 1.934 0.216
H 0.9715 1.4297 2.7235 -1.580 0.948 -1.129
H -0.2415 -0.1604 -2.1264 2.033 -0.994 1.168
H 1.4344 -0.2303 -1.9534 1.283 1.791 -0.009
H -2.3599 1.4898 1.2579 0.105 -0.469 0.120
```
Forces are in eV/Å.

The molar mass is 217.03 u. Its total charge is +1. For the HOMO energy, the calculation gives -11.14 eV.



(2)
C3H10INSSi | ωB97M-V/def2-TZVPD

```
17
Properties=species:S:1:pos:R:3:forces:R:3
C 2.3938 -0.2034 1.1879 -1.845 2.441 0.747
C 1.9098 0.5393 -1.2412 0.089 -1.194 1.228
C 1.2943 0.1686 0.1530 -1.017 -3.659 -1.758
N 0.3569 1.0974 0.5805 -0.470 0.769 0.627
Si -3.9990 -1.1765 -0.1684 -0.026 3.619 -0.424
S 0.4003 2.6238 0.5719 -0.255 1.184 0.225
I -5.9699 0.4093 -0.1388 0.199 -0.539 -0.215
H 2.4676 -1.2300 1.2904 0.201 -2.058 0.219
H 3.3185 0.1907 0.8447 0.939 0.400 0.014
H 2.1110 0.2460 2.1863 0.471 -0.514 -1.052
H 1.9791 -0.3922 -1.8039 0.531 0.115 -0.047
H 2.8706 0.9586 -0.9887 0.507 0.162 -0.558
H 1.3613 1.2211 -1.8489 -0.704 0.585 -0.082
H 0.6195 -0.8066 -0.0342 1.535 1.756 0.433
H -3.9043 -1.2194 1.2749 0.469 -0.787 0.323
H -4.2083 -2.2536 -1.0633 -0.207 -1.151 -0.301
H -3.0012 -0.1731 -0.8024 -0.415 -1.131 0.620
```
Forces are in eV/Å.

The spin multiplicity is 3. The molar mass is 247.18 u. For the HOMO energy (alpha / beta), the calculation gives -7.89 / -9.37 eV.